This record from the Open Molecules 2025 dataset describes an isolated molecule of C19H18N4O2S. The level of theory is ωB97M-V/def2-TZVPD.

Computed properties:
Relative energy (zero: lowest compared OMol25 entry of this formula, charge and spin) (kcal per mole): 19.6
Lowest unoccupied orbital energy (Ha): 0.010
Molecular weight (g/mol): 366.45
DFT total energy (eV): -40886.8725

CARTESIAN COORDINATES (ANGSTROEM)
O: -0.23772 0.88229 -4.19446
C: 0.01005 0.59835 -3.04006
N: 0.61138 -0.56373 -2.66734
C: 0.92718 -1.52914 -3.65357
C: 0.05647 -1.80926 -4.69930
C: 0.41580 -2.72823 -5.66860
C: 1.63323 -3.38251 -5.59816
C: 2.48511 -3.13104 -4.53686
C: 2.14560 -2.20611 -3.56484
C: 2.98094 -1.96012 -2.34605
C: 2.00859 -1.97382 -1.16914
C: 1.04473 -0.79777 -1.29433
H: 1.54309 0.10317 -0.92224
H: 0.16576 -0.98340 -0.66668
H: 1.45847 -2.91709 -1.18041
H: 2.53206 -1.89713 -0.21519
H: 3.47817 -0.98770 -2.40468
H: 3.74491 -2.73043 -2.23751
H: 3.42798 -3.65367 -4.46026
H: 1.91332 -4.09608 -6.35838
H: -0.26411 -2.93553 -6.48094
H: -0.89317 -1.30476 -4.75929
C: -0.33181 1.60179 -1.94703
H: 0.52815 1.89277 -1.34743
H: -0.75353 2.47612 -2.44374
S: -1.60302 0.99567 -0.77717
C: -0.78371 1.25254 0.72801
N: 0.45456 1.69290 0.85345
N: 0.64134 1.72707 2.18822
C: -0.47615 1.30970 2.82292
N: -1.38829 1.00144 1.90876
C: -0.66155 1.21020 4.25043
C: 0.35985 1.54822 5.14297
C: 0.17111 1.45214 6.50358
C: -1.05090 1.01377 6.99989
C: -2.07128 0.67518 6.13943
C: -1.90075 0.76480 4.75579
O: -2.92447 0.42254 3.97088
H: -2.67010 0.53605 3.02625
H: -3.02570 0.33352 6.50694
H: -1.20222 0.93806 8.06589
H: 0.96909 1.71683 7.17963
H: 1.31174 1.88953 4.76299
H: 1.51849 2.04898 2.56140

Forces on the atoms, in the same order (eV/Å):
O -0.132 0.136 -0.113
C -0.046 0.425 0.081
N 0.102 -0.278 -0.065
C 0.103 -0.299 -0.431
C -0.046 -0.049 0.034
C -0.023 -0.014 0.005
C 0.055 -0.070 -0.043
C -0.053 0.006 -0.057
C -0.001 0.142 0.043
C -0.116 -0.101 0.075
C 0.080 0.169 -0.094
C 0.040 -0.062 0.634
H -0.090 -0.138 -0.014
H 0.173 0.074 -0.017
H 0.034 -0.002 0.041
H -0.080 0.015 0.046
H 0.062 0.026 0.030
H 0.026 0.041 -0.050
H 0.088 -0.055 0.028
H 0.018 -0.065 -0.068
H -0.063 -0.008 -0.075
H -0.033 0.042 -0.014
C -0.353 0.046 0.167
H 0.028 0.017 -0.106
H 0.175 -0.135 0.013
S -0.154 0.058 -0.413
C 0.880 0.294 0.199
N -0.098 0.014 -0.525
N -0.548 -0.201 0.330
C 0.405 0.136 -0.475
N -0.179 -0.063 0.308
C -0.206 -0.079 0.432
C -0.224 -0.080 0.026
C 0.244 0.086 0.025
C -0.070 -0.022 -0.141
C -0.074 -0.025 -0.088
C 0.382 0.130 0.079
O -0.227 -0.073 -0.034
H 0.009 -0.006 0.062
H -0.113 -0.041 0.041
H -0.029 -0.013 0.092
H 0.070 0.023 0.050
H 0.108 0.037 -0.011
H -0.125 -0.042 -0.003